Computed, not measured: an isolated molecule of C5H12OS2, with wB97M-V/def2-TZVPD.

Summary:
Net charge: 0
LUMO energy in eV: 0.7538
SMILES: CCSSCCCO

```
20
C5H12OS2 wB97M-V/def2-TZVPD
C -0.612 1.476 1.265
C -0.835 0.876 2.785
O -0.991 1.935 3.642
C 0.090 0.323 0.548
S -1.019 -0.910 0.233
S -0.322 -2.444 -0.955
C 0.251 -1.897 -2.597
C 1.470 -1.067 -2.588
H -1.574 1.662 0.950
H -0.034 2.402 1.115
H -1.685 0.199 2.977
H 0.093 0.376 2.994
H -1.610 2.524 3.252
H 0.486 0.693 -0.401
H 0.813 0.123 1.274
H -0.646 -1.148 -2.936
H 0.363 -2.690 -3.345
H 1.599 -0.342 -3.499
H 2.407 -1.645 -2.914
H 1.757 -0.443 -1.799
```

Results of the natural (NBO) charge analysis, in e, for atoms 1 through 8: number 1, C, carries -0.418; number 2, C, carries -0.051; number 3, O, carries -0.710; number 4, C, carries -0.614; number 5, S, carries 0.142; number 6, S, carries 0.091; number 7, C, carries -0.562; number 8, C, carries -0.642



Computed, not measured: an isolated molecule of C5H12OS2, with wB97M-V/def2-TZVPD.

Summary:
Net charge: 0
LUMO energy in eV: 0.5399
SMILES: C[C@H](O)[C@@H](S)[C@@H](C)S

```
20
C5H12OS2 wB97M-V/def2-TZVPD
C -0.564 2.399 0.148
C -0.674 0.870 0.250
C 0.467 0.153 -0.508
C 0.238 -1.394 -0.670
C 0.092 -2.210 0.638
H -1.346 2.809 0.781
H -0.631 2.726 -0.879
H 0.358 2.789 0.597
H -1.692 0.531 -0.259
H 0.112 0.558 2.001
H 0.680 0.653 -1.472
H 2.569 1.287 -0.131
H 1.172 -1.754 -1.182
H -0.955 -2.572 0.718
H 0.761 -3.096 0.618
H 0.325 -1.645 1.628
H -1.063 -0.915 -2.646
O -0.773 0.439 1.605
S 2.047 0.242 0.490
S -1.123 -1.870 -1.726
```

Results of the natural (NBO) charge analysis, in e, for atoms 1 through 8: number 1, C, carries -0.642; number 2, C, carries 0.070; number 3, C, carries -0.309; number 4, C, carries -0.369; number 5, C, carries -0.639; number 6, H, carries 0.228; number 7, H, carries 0.209; number 8, H, carries 0.206



Computed, not measured: an isolated molecule of C5H12S, with wB97M-V/def2-TZVPD.

Summary:
Net charge: 0
LUMO energy in eV: 0.7726
SMILES: CC(C)(C)CS

```
18
C5H12S wB97M-V/def2-TZVPD
C 1.140 0.805 0.954
C 0.042 0.071 0.148
C -1.322 0.355 0.787
C 0.282 -1.507 0.298
C 0.061 0.600 -1.346
H 1.434 0.237 1.968
H 2.156 1.060 0.432
H 0.843 1.914 1.066
H -1.486 -0.009 1.789
H -2.144 0.065 0.169
H -1.426 1.503 0.835
H 1.262 -1.956 0.044
H -0.550 -1.828 -0.290
H 0.150 -1.806 1.347
H 1.070 0.522 -1.755
H -0.198 1.601 -1.334
H -0.270 -1.378 -2.687
S -1.045 -0.250 -2.424
```

Results of the natural (NBO) charge analysis, in e, for atoms 1 through 8: number 1, C, carries -0.631; number 2, C, carries -0.049; number 3, C, carries -0.622; number 4, C, carries -0.631; number 5, C, carries -0.540; number 6, H, carries 0.223; number 7, H, carries 0.215; number 8, H, carries 0.208



HOMO-LUMO gap, respectively: 9.10 9.65 9.78 eV.
Energy relative to the best compared isomer or geometry (same formula, charge and spin), respectively: 54.4 14.5 17.5 kcal/mol.